Computed, not measured: a 4-piece molecular cluster, C23H54B3IO4 overall, with ωB97M-V/def2-TZVPD.

The value obtained for the strongest force on any atom is 1.01 eV/A. Its SMILES is COCB1OBOB(CCCI)O1.CCCCCC.CCCCCC.CCCCCC. Its highest occupied orbital energy is -0.350 Eh. As for the charge: 0. As for the calculated total energy: -43053.93709 eV. For the HOMO-LUMO gap, the calculation gives 9.971 eV. For the LUMO energy, the calculation gives 0.4568 eV.

Last column: Mulliken charge in e.
Element x y z (Å)
I -1.740 -0.408 -4.429  -0.03
O 2.564 0.767 -3.150  -0.50
O 2.156 0.862 -0.822  -0.20
O 0.892 2.189 -2.321  -0.31
O 3.875 -1.720 -0.940  -0.28
C -5.549 4.284 -1.261  -0.77
C -4.762 1.391 2.615  -0.93
C -0.383 0.574 -0.732  0.71
C 5.543 -3.897 1.339  0.02
C 6.723 -4.115 0.394  -0.53
C -0.745 -0.713 -1.521  -0.37
C 8.415 -4.695 2.248  -0.38
C -2.214 3.714 -2.861  -0.73
C -7.049 0.699 1.717  -1.12
C 7.794 -5.079 0.906  -0.84
C -4.339 3.646 -0.583  1.23
C -2.578 4.908 -1.985  -0.67
C -6.003 5.582 -0.599  -1.27
C 4.207 -0.503 -1.598  -0.50
C -6.077 0.665 2.893  -0.56
C -2.672 -0.945 2.830  -1.43
C -2.053 -0.577 -2.323  -0.57
C 9.146 -3.356 2.218  -1.18
C 3.376 -2.695 -1.827  -0.79
C 4.747 -5.169 1.619  -1.36
C -3.938 0.807 1.469  0.11
C -3.068 4.498 -0.596  -0.88
C -3.555 -0.665 1.618  -0.24
B 1.975 2.026 -3.150  0.55
B 2.940 0.407 -1.858  0.25
B 0.901 1.247 -1.306  0.33
H -4.978 2.439 2.386  0.35
H 2.423 2.925 -3.776  -0.13
H -2.393 -1.999 2.871  0.42
H -1.447 3.104 -2.383  -0.04
H -3.084 3.083 -3.056  0.24
H -2.613 0.290 -1.995  -0.14
H -3.010 -0.958 0.715  -0.05
H -6.375 3.568 -1.237  0.44
H -3.222 5.397 0.007  0.46
H -3.182 -0.707 3.765  0.37
H -6.888 5.981 -1.096  0.40
H -0.133 0.241 0.275  0.03
H 6.345 -4.494 -0.562  0.30
H -1.826 4.038 -3.828  0.44
H -7.282 1.728 1.435  0.24
H 2.755 -2.270 -2.620  0.41
H -2.273 3.934 -0.095  0.28
H 7.179 -3.146 0.170  0.34
H -4.162 1.402 3.529  0.40
H -4.593 3.421 0.458  -0.34
H -7.985 0.202 1.974  0.40
H 9.601 -3.142 3.186  0.38
H -3.023 1.401 1.365  0.22
H 4.177 -3.292 -2.269  0.26
H 5.353 -5.927 2.119  0.36
H 7.647 -4.675 3.026  0.22
H -1.752 -0.358 2.786  0.27
H 9.122 -5.477 2.537  0.38
H 3.894 -4.956 2.264  0.40
H 9.942 -3.365 1.470  0.29
H -6.254 5.416 0.450  0.28
H -1.231 1.247 -0.629  -0.65
H -3.328 5.524 -2.489  0.29
H -4.137 2.681 -1.057  -0.35
H 5.888 -3.465 2.283  0.28
H 4.847 0.050 -0.905  0.28
H 4.879 -3.156 0.890  0.06
H -0.877 -1.537 -0.827  0.37
H 0.055 -0.977 -2.209  0.22
H -4.484 0.934 0.528  0.20
H 4.799 -0.660 -2.503  0.25
H 2.752 -3.375 -1.249  0.23
H 7.372 -6.085 0.987  0.33
H -4.451 -1.289 1.663  0.44
H 4.365 -5.600 0.691  0.29
H -6.641 0.193 0.841  0.27
H -5.229 6.350 -0.644  0.30
H -2.662 -1.453 -2.138  0.54
H -5.336 4.467 -2.318  0.30
H -6.553 1.132 3.759  0.42
H 8.471 -2.532 1.984  0.27
H 8.587 -5.148 0.155  0.39
H -5.883 -0.373 3.179  0.24
H -1.696 5.543 -1.864  0.40